84
Properties=species:S:1:pos:R:3:lowdin_charge:R:1 method="wB97M-V/def2-TZVPD" e_homo_ev=-9.56 relative_energy_kj_mol=832.4 lumo_ev=-0.1 smiles="NC(N)=O.NC(N)=O.NC(N)=O.NC(N)=O.NC(N)=O.NC(N)=O.CO.CO.CO.CO.CO.CO" orbital_gap_ev=9.4247 total_energy_ev=-55669.7132
O 0.21 0.40 3.89 -0.161
O 2.18 -1.45 4.45 -0.070
O -2.95 1.05 0.36 -0.150
O 3.14 -0.02 -1.28 -0.107
O 4.10 2.08 0.78 -0.115
O -0.41 4.21 -3.05 -0.143
O 2.01 -2.78 -1.71 -0.114
O -1.13 3.99 2.81 -0.088
O -3.54 -0.11 -4.50 -0.102
O 0.65 -3.51 1.78 -0.142
O -0.67 -1.18 -0.80 -0.124
O -3.99 -4.44 -1.88 -0.072
N 1.93 3.12 0.32 0.194
N -0.65 1.97 1.74 0.104
N 3.62 -0.22 3.07 0.120
N -2.91 0.21 -2.21 0.121
N -1.93 2.69 -2.27 0.121
N 2.91 -2.16 2.30 0.178
N 2.02 1.66 1.90 0.089
N -0.38 1.90 -3.61 0.177
N 1.04 -0.45 0.60 0.195
N 0.10 1.02 -0.66 0.177
N -0.83 3.78 0.46 0.172
N -1.47 -0.82 -3.58 0.127
C 0.19 -0.20 -0.34 -0.613
C -0.94 2.92 -3.05 -0.675
C -2.72 -3.82 -1.88 -0.166
C 1.10 -3.16 -2.67 -0.172
C 2.88 -1.31 3.30 -0.590
C 2.88 0.41 -2.58 -0.169
C -2.67 -0.23 -3.42 -0.593
C 0.09 1.36 4.85 -0.158
C -0.84 3.26 1.68 -0.611
C -0.53 -2.75 2.16 -0.107
C 2.75 2.34 1.03 -0.508
C -3.07 -0.13 1.13 -0.136
H -3.89 0.62 -2.17 0.181
H 2.46 1.38 -2.66 0.048
H -0.91 -1.08 -2.76 0.059
H -3.86 -0.05 1.92 0.104
H 2.61 1.00 2.48 0.073
H -0.85 1.26 5.43 0.107
H 0.96 1.78 1.97 0.064
H 0.14 2.35 4.43 0.068
H 2.00 -3.38 -0.96 0.074
H 0.83 1.71 -0.27 0.125
H -0.94 3.16 -0.38 0.093
H 1.22 -4.29 -2.66 0.113
H 1.51 0.28 1.23 0.080
H -1.15 4.70 0.43 0.117
H -1.34 -1.43 -4.39 0.138
H 4.35 -0.37 2.25 0.192
H 2.27 3.55 -0.47 0.117
H -2.47 -0.21 -1.39 0.078
H -2.88 1.83 0.90 0.070
H -2.34 -3.42 -0.91 0.071
H 1.38 -2.70 -3.63 0.090
H 0.41 -4.15 1.11 0.093
H 1.06 3.29 0.60 -0.008
H -0.70 1.52 2.70 0.121
H 2.04 -2.73 2.27 0.075
H -2.00 -0.39 1.55 0.085
H 1.15 -1.38 0.98 0.080
H 3.74 0.38 -3.28 0.099
H -0.74 0.93 -3.80 0.095
H -1.33 -2.65 1.34 0.090
H -2.56 -2.97 -2.54 0.058
H -3.28 -1.02 0.54 0.063
H -0.53 1.41 0.83 0.081
H 0.35 2.11 -4.24 0.110
H -2.44 1.74 -2.30 0.071
H -4.56 -3.71 -1.94 0.044
H 0.91 1.26 5.45 0.064
H 2.18 -0.25 -3.08 0.053
H -0.97 -3.21 3.06 0.097
H -2.12 -4.62 -2.26 0.071
H -2.32 3.59 -1.90 0.152
H 0.88 -0.23 4.17 0.023
H 3.66 -2.07 1.62 0.130
H 0.15 -2.87 -2.40 0.006
H -0.22 -1.75 2.46 0.046
H 3.93 0.28 3.90 0.142
H 2.35 -0.10 -0.77 -0.004
H -0.37 1.24 -1.56 0.107